The following is a DFT calculation (ωB97M-V/def2-TZVPD) of a molecular structure, C25H54Br3NOP3S2 at a distorted geometry.

Computed properties:
calculated total energy	-10657.11100	hartree
largest force on an atom	2.67	eV/A
Kohn-Sham gap	8.5	eV
total charge	+1

Last column: Löwdin charge in e.
Cartesian coordinates (Å):
C  3.022  0.144  2.219  -0.10
C  4.194  -0.717  2.718  -0.25
C  4.827  -1.577  1.622  -0.23
C  5.835  -0.796  0.797  -0.21
C  6.646  -1.667  -0.153  -0.21
C  5.904  -2.053  -1.432  -0.21
C  5.846  -0.941  -2.502  -0.18
C  4.554  -0.135  -2.351  -0.22
C  4.067  0.621  -3.617  -0.18
C  2.553  0.534  -3.768  -0.21
C  1.824  1.643  -3.020  -0.18
C  1.690  1.368  -1.509  -0.20
C  0.354  0.795  -1.092  -0.19
C  -0.812  1.798  -1.212  -0.19
C  -1.645  1.879  0.059  -0.30
C  -3.005  2.648  0.021  -0.39
P  -3.841  2.819  -1.622  0.39
S  -2.863  3.808  -2.982  0.20
C  -3.985  1.723  0.877  -0.46
P  -4.447  2.642  2.433  0.32
S  -5.695  4.063  2.001  0.21
N  -3.388  0.344  0.991  -0.06
C  -4.097  -0.578  0.022  -0.10
C  -3.235  -1.705  -0.501  -0.17
C  -4.054  -2.667  -1.385  -0.17
C  -4.043  -4.096  -0.787  -0.20
C  -2.872  -4.950  -1.286  -0.25
C  -1.806  -5.186  -0.221  -0.11
C  -1.921  0.557  0.806  -0.29
P  -1.173  0.712  2.531  0.77
O  -0.707  -0.626  2.929  -0.40
H  2.927  0.151  1.133  0.05
H  2.075  -0.192  2.632  0.04
H  3.142  1.174  2.548  0.07
H  3.804  -1.392  3.476  0.10
H  4.937  -0.109  3.222  0.10
H  5.298  -2.429  2.105  0.11
H  4.002  -1.955  1.017  0.11
H  5.305  0.012  0.298  0.09
H  6.520  -0.332  1.505  0.11
H  7.613  -1.228  -0.381  0.11
H  6.869  -2.592  0.380  0.11
H  6.403  -2.922  -1.854  0.10
H  4.902  -2.384  -1.163  0.10
H  6.682  -0.272  -2.312  0.11
H  5.912  -1.401  -3.479  0.10
H  3.767  -0.841  -2.093  0.09
H  4.614  0.577  -1.534  0.09
H  4.567  0.185  -4.477  0.10
H  4.386  1.658  -3.566  0.11
H  2.171  -0.449  -3.499  0.11
H  2.326  0.669  -4.825  0.11
H  0.833  1.837  -3.426  0.11
H  2.390  2.564  -3.142  0.11
H  2.452  0.651  -1.223  0.07
H  1.904  2.259  -0.922  0.12
H  0.104  -0.088  -1.678  0.12
H  0.463  0.443  -0.063  0.09
H  -1.405  1.578  -2.092  0.07
H  -0.385  2.781  -1.378  0.11
H  -1.036  2.488  0.726  0.11
H  -2.988  3.617  0.499  0.09
H  -4.243  1.541  -2.061  -0.01
H  -5.027  3.515  -1.314  0.00
H  -4.930  1.772  0.341  0.07
H  -3.239  3.184  2.907  -0.05
H  -4.927  1.699  3.366  0.00
H  -3.491  -0.057  1.925  0.16
H  -4.922  -1.017  0.577  0.15
H  -4.536  -0.051  -0.811  0.10
H  -2.483  -1.253  -1.152  0.11
H  -2.675  -2.225  0.270  0.12
H  -5.064  -2.296  -1.542  0.11
H  -3.574  -2.733  -2.352  0.11
H  -3.979  -4.006  0.295  0.10
H  -4.991  -4.566  -1.027  0.11
H  -3.263  -5.931  -1.535  0.10
H  -2.418  -4.543  -2.184  0.10
H  -1.160  -4.317  -0.106  0.07
H  -2.245  -5.430  0.741  0.07
H  -1.155  -5.996  -0.526  0.07
H  -1.324  -0.272  0.453  0.10
H  -0.086  1.605  2.482  0.05
H  -2.186  1.124  3.433  0.02
C  -5.296  5.224  6.054  -1.64
Br  -3.838  3.979  5.794  0.54
Br  -6.928  4.303  6.483  0.58
Br  -4.850  6.554  7.364  0.61
H  -5.449  5.731  5.111  -0.04